[1]
{"formula": "C8H32BF6NO12S2Zn", "method": "wB97M-V/def2-TZVPD", "multiplicity": 1, "lumo_energy_ev": -0.076, "total_charge": 0, "symbols": ["Zn", "N", "S", "O", "O", "F", "S", "O", "O", "F", "B", "F", "F", "F", "F", "C", "O", "H", "H", "H", "H", "C", "O", "H", "H", "H", "H", "C", "O", "H", "H", "H", "H", "C", "O", "H", "H", "H", "H", "C", "O", "H", "H", "H", "H", "C", "O", "H", "H", "H", "H", "C", "O", "H", "H", "H", "H", "C", "O", "H", "H", "H", "H"], "positions_angstrom": [[0.68986, 0.08143, -1.65259], [2.80764, 0.57082, -1.75586], [3.43656, 0.17476, -3.20355], [2.87219, 0.85789, -4.29588], [3.38387, -1.24294, -3.26349], [4.82502, 0.65316, -3.04188], [3.65262, 0.92060, -0.41364], [3.72622, 2.28215, -0.14967], [4.76590, -0.02510, -0.27072], [2.52927, 0.38705, 0.63319], [-1.77068, -0.00871, 0.14325], [-2.50140, -1.06695, 0.73204], [-2.42648, 1.19511, 0.24785], [-0.49041, 0.01768, 0.70210], [-1.51561, -0.24155, -1.24238], [-1.60751, -0.35976, 5.18198], [-0.23790, -0.57416, 4.99439], [-2.01190, 0.53590, 4.68692], [-2.17037, -1.25821, 4.93566], [-1.72734, -0.13227, 6.24355], [0.02347, -0.55340, 4.07608], [-0.80928, 0.13312, -4.38362], [0.05295, -0.45943, -3.46203], [-0.88356, -0.54876, -5.18818], [-1.75694, 0.33943, -3.92119], [-0.28117, 1.05121, -4.62353], [0.00452, -1.49523, -3.45731], [2.97625, 1.70791, 5.89001], [1.78775, 1.12607, 6.39261], [3.37719, 2.59047, 6.45501], [3.78475, 0.99305, 5.92801], [2.91735, 2.17800, 4.86740], [1.45967, 0.37255, 5.85078], [-2.94500, 4.59561, -0.85076], [-3.23073, 5.86631, -1.40751], [-2.19155, 4.13584, -1.46374], [-2.63147, 4.59856, 0.18142], [-3.84594, 4.01814, -1.01087], [-2.42268, 6.42106, -1.50111], [0.00394, -4.51016, -3.47156], [0.57034, -3.24639, -3.15863], [0.56469, -4.96998, -4.26967], [0.04247, -5.08637, -2.55969], [-1.00626, -4.24273, -3.68652], [1.52245, -3.29358, -3.05899], [0.64470, 3.07269, -0.94152], [-0.07363, 1.89044, -1.44527], [-0.12801, 3.83897, -0.81210], [1.14621, 2.86991, 0.02971], [1.35867, 3.36168, -1.67076], [-1.01865, 1.92266, -1.22648], [2.36091, -2.31899, -0.34435], [1.09602, -1.66357, -0.74539], [2.64763, -2.30883, 0.69984], [2.51762, -3.33081, -0.71951], [3.13365, -1.76618, -0.87066], [0.37641, -1.96462, -0.13169], [-4.37955, -3.26872, 1.97917], [-5.50028, -2.42946, 1.56056], [-4.15104, -4.11811, 1.33140], [-3.50906, -2.63252, 2.18921], [-4.65506, -3.63952, 2.98316], [-5.17929, -2.00320, 0.75701]], "forces_ev_per_a": [[0.474, 0.141, 0.250], [-0.763, 0.954, -0.027], [-3.115, -1.692, 1.204], [-0.454, 1.097, -0.298], [0.678, -0.809, -0.243], [3.098, 0.746, 0.102], [0.486, -4.982, -0.480], [0.546, 2.072, 0.425], [-1.821, 2.288, -0.064], [0.685, 0.484, -0.708], [-0.815, -1.023, 0.887], [0.440, 0.673, -0.720], [0.018, 0.473, -0.017], [0.607, 0.217, 0.470], [-0.166, -0.531, -0.648], [-0.589, 0.551, 0.581], [1.117, -0.010, 0.166], [0.225, -0.381, -0.341], [-0.263, 0.086, -0.110], [-0.044, -0.299, 0.003], [-0.322, 0.026, -0.421], [0.414, 0.999, 0.415], [1.208, -3.615, 1.460], [-0.353, -0.231, -1.215], [-0.603, 0.111, 0.026], [-0.442, 0.190, -0.650], [0.223, 1.990, -0.078], [0.560, 1.002, -0.701], [-0.095, 0.275, -0.128], [-1.054, -0.870, 0.359], [0.381, -0.330, -0.322], [-0.333, -0.912, 0.535], [0.396, 0.874, 0.312], [-0.219, 0.313, -1.003], [0.620, 1.105, 0.067], [0.634, -0.561, -0.197], [-0.058, 0.126, 0.451], [-0.176, -0.191, 0.404], [-0.847, -0.822, 0.269], [0.661, 0.765, 0.848], [0.134, 1.147, -0.118], [-0.257, -0.369, -0.402], [-0.159, -0.707, 0.072], [-0.748, -0.515, -0.557], [0.230, 0.004, -0.047], [-1.260, -0.498, 1.087], [0.535, 0.896, 0.049], [0.476, -0.010, 0.026], [-0.456, -0.060, -0.694], [0.581, 0.175, -0.655], [0.184, 0.011, 0.243], [0.843, 0.664, -1.309], [0.048, -1.841, 1.788], [-0.822, 0.361, 0.360], [-0.990, -0.172, -0.077], [-0.078, 0.119, 0.105], [0.781, 0.519, -0.796], [-0.754, 0.958, 1.529], [1.206, -0.968, -0.251], [-0.122, 0.251, -0.182], [-0.014, -0.287, -0.552], [-0.097, -0.152, -0.571], [-0.202, 0.173, 0.091]]}

[2]
{"formula": "C8H32BeN16O8", "method": "wB97M-V/def2-TZVPD", "multiplicity": 1, "lumo_energy_ev": -4.909, "total_charge": 2, "de_lowest_kj_mol": 607.2, "symbols": ["Be", "C", "O", "N", "N", "H", "H", "H", "H", "C", "O", "N", "N", "H", "H", "H", "H", "C", "O", "N", "N", "H", "H", "H", "H", "C", "O", "N", "N", "H", "H", "H", "H", "C", "O", "N", "N", "H", "H", "H", "H", "C", "O", "N", "N", "H", "H", "H", "H", "C", "O", "N", "N", "H", "H", "H", "H", "C", "O", "N", "N", "H", "H", "H", "H"], "positions_angstrom": [[-0.11614, 0.30991, -0.18321], [1.17800, 3.40597, 1.31798], [0.44052, 2.73110, 0.58091], [0.84390, 3.94894, 2.43612], [2.34866, 3.85586, 0.88662], [-0.09428, 3.67155, 2.68706], [1.51202, 4.37308, 3.06368], [2.74395, 3.53435, 0.01456], [2.89680, 4.38587, 1.54898], [-2.56869, -2.19010, 1.08651], [-1.78573, -1.23322, 1.06876], [-3.39029, -2.40550, 2.11523], [-2.57161, -3.11128, 0.15622], [-3.16254, -1.93887, 2.98153], [-3.92938, -3.25458, 2.02294], [-3.25965, -3.82164, 0.36137], [-1.93198, -3.18096, -0.62231], [1.33457, -1.20824, 2.74949], [1.04982, -0.32222, 1.93823], [0.37841, -1.97726, 3.35056], [2.51038, -1.62389, 3.19203], [-0.49908, -1.56923, 3.06139], [0.60581, -2.72591, 3.98925], [3.33355, -1.29459, 2.70823], [2.60133, -2.48489, 3.71215], [0.67871, 2.73416, -2.60333], [0.78998, 1.63903, -2.15201], [0.97279, 3.82807, -1.99129], [0.25032, 2.96885, -3.86312], [0.83051, 3.80145, -0.99172], [0.64932, 4.63438, -2.50640], [0.39196, 3.91294, -4.19286], [0.08851, 2.15165, -4.43416], [-2.52040, -1.26011, -2.29217], [-1.63615, -0.49791, -1.82904], [-2.28526, -2.36157, -2.95506], [-3.76103, -1.14174, -2.03412], [-1.31563, -2.61276, -3.08474], [-2.96013, -2.90111, -3.47807], [-4.36053, -1.92224, -2.26111], [-3.98685, -0.36339, -1.43140], [-3.17447, 2.14101, -0.19320], [-2.09087, 1.72551, 0.09289], [-4.18224, 1.64718, 0.44070], [-3.43051, 3.18067, -0.97478], [-5.09416, 1.93651, 0.11699], [-4.09191, 0.77572, 0.94319], [-4.41325, 3.39392, -1.06883], [-2.77944, 3.67948, -1.56419], [1.45491, -3.03545, -0.38613], [0.61957, -2.11698, -0.39471], [2.53682, -3.16390, -1.15288], [1.55012, -3.97287, 0.52882], [3.27960, -3.82219, -0.96571], [2.62037, -2.49986, -1.90931], [0.85359, -3.87788, 1.25402], [2.19352, -4.75036, 0.48810], [3.50086, 0.01197, -0.05115], [2.35822, 0.26850, -0.36826], [4.00104, 0.76619, 0.86201], [4.35221, -0.85551, -0.60990], [4.75475, 0.41155, 1.43319], [3.59274, 1.65620, 1.10959], [3.99450, -1.21420, -1.48368], [5.29953, -0.76918, -0.27042]], "forces_ev_per_a": [[-0.033, -0.017, -0.414], [0.233, -0.512, -3.135], [-0.301, -0.770, 0.483], [-2.244, 0.129, 3.044], [2.521, 0.026, -0.576], [0.180, 0.376, 0.874], [-0.572, -0.074, 0.038], [-0.008, 0.086, 0.193], [0.294, 0.044, -0.673], [2.676, 2.072, 0.240], [0.201, 0.951, 0.305], [-0.970, -0.227, 0.356], [-1.194, -2.102, -1.053], [-0.504, -0.296, -0.095], [-0.140, 0.309, 1.145], [0.519, -0.479, -0.993], [-0.132, 0.302, 0.299], [-1.956, -1.229, 0.290], [0.470, 0.187, 0.176], [-0.825, 1.153, -1.194], [3.176, 0.617, -0.594], [-0.728, -0.989, 0.628], [-0.734, 0.429, -0.060], [-0.058, -0.080, 0.230], [0.001, 0.375, -0.139], [-0.958, -0.366, -2.724], [-0.419, -4.233, 1.975], [0.725, 3.828, 2.026], [-0.325, -0.359, -0.687], [-0.012, 0.088, 0.057], [0.255, 0.390, 0.835], [-0.239, -0.656, -0.834], [0.133, 0.557, -0.305], [3.518, 1.137, 1.492], [0.223, -0.128, -0.285], [2.658, -2.846, -1.979], [-4.231, 1.655, 1.138], [-0.139, 0.106, -0.263], [0.050, 0.344, 0.157], [-0.407, 0.703, 0.406], [-0.663, -0.307, -0.127], [1.709, 1.062, -0.211], [4.848, -1.576, -0.122], [-4.681, -1.496, 1.085], [-1.192, 1.327, -1.364], [-0.203, -0.413, 0.569], [0.140, 0.311, -0.028], [0.372, 0.456, -0.368], [0.063, -0.467, 0.374], [1.003, 1.442, 0.142], [-0.029, -0.691, -0.501], [0.651, 1.341, -2.956], [-2.024, -1.397, 2.965], [-0.294, 0.330, -0.196], [0.111, -0.459, -0.012], [0.218, -0.607, 0.198], [-0.434, 0.229, 0.114], [-1.739, 0.403, -1.352], [-2.280, -0.827, -2.052], [3.133, 2.153, 4.358], [-0.421, -0.703, -0.036], [0.193, 0.602, -0.115], [-0.314, -0.582, 0.118], [1.087, -0.208, 0.249], [0.044, -0.422, -1.114]]}

[3]
{"formula": "C8H32BeN16O8", "method": "wB97M-V/def2-TZVPD", "multiplicity": 1, "lumo_energy_ev": -4.158, "total_charge": 2, "de_lowest_kj_mol": 237.7, "symbols": ["Be", "C", "O", "N", "N", "H", "H", "H", "H", "C", "O", "N", "N", "H", "H", "H", "H", "C", "O", "N", "N", "H", "H", "H", "H", "C", "O", "N", "N", "H", "H", "H", "H", "C", "O", "N", "N", "H", "H", "H", "H", "C", "O", "N", "N", "H", "H", "H", "H", "C", "O", "N", "N", "H", "H", "H", "H", "C", "O", "N", "N", "H", "H", "H", "H"], "positions_angstrom": [[-0.16100, -0.40418, 0.22945], [-3.55196, -0.34733, 1.05165], [-2.38113, -0.63603, 1.27350], [-3.91909, 0.44924, 0.01587], [-4.52949, -0.64506, 1.96100], [-4.85315, 0.78394, -0.13290], [-3.18616, 0.84273, -0.54905], [-5.48836, -0.41899, 1.77682], [-4.23483, -1.37034, 2.59188], [-1.60869, 0.90784, -2.78444], [-1.05986, 0.41616, -1.80358], [-0.93734, 1.52607, -3.79717], [-2.94295, 0.74654, -3.02407], [0.02000, 1.74426, -3.58353], [-1.37165, 1.65274, -4.69112], [-3.41845, 1.27348, -3.73523], [-3.50859, 0.18909, -2.40595], [1.06828, 0.71562, 3.32618], [0.54879, 0.28637, 2.29579], [1.62121, -0.12692, 4.22743], [1.24007, 2.05970, 3.48986], [2.05993, 0.07804, 5.10584], [1.73136, -1.06180, 3.87242], [0.89728, 2.59149, 2.70975], [1.42118, 2.43434, 4.40322], [-1.22933, -2.79173, -1.86746], [-1.37587, -2.14172, -0.82365], [-0.71147, -4.03991, -1.94956], [-1.52973, -2.25718, -3.09291], [-0.76017, -4.55655, -2.80829], [-0.48644, -4.56711, -1.12495], [-1.31641, -2.81729, -3.89640], [-1.98862, -1.37401, -3.14482], [-1.63724, 3.05146, 0.40150], [-1.15844, 1.92556, 0.48896], [-2.31558, 3.62073, 1.43306], [-1.64648, 3.74767, -0.78220], [-2.31824, 3.14551, 2.31644], [-2.75723, 4.51161, 1.29867], [-1.86472, 4.72727, -0.82187], [-1.05087, 3.32932, -1.47294], [2.20450, 2.20455, -0.50916], [1.41851, 1.25956, -0.46529], [3.49697, 2.08772, -0.10889], [1.87262, 3.41277, -1.03824], [3.77799, 1.29281, 0.43645], [4.08178, 2.90112, -0.02188], [2.49533, 4.19766, -1.08436], [0.91876, 3.53325, -1.31130], [2.92837, -1.25105, -1.23667], [1.73196, -1.38626, -1.02738], [3.85983, -1.19460, -0.21889], [3.46699, -0.99438, -2.45528], [4.83157, -1.33395, -0.43111], [3.55660, -1.26995, 0.73536], [4.45805, -0.98187, -2.60746], [2.85248, -1.01983, -3.24959], [1.31726, -3.20999, 2.06266], [0.61097, -2.41476, 1.44732], [2.55420, -3.60899, 1.67590], [0.80291, -3.87171, 3.14614], [3.13722, -4.15970, 2.27954], [2.94643, -3.25583, 0.82238], [1.47317, -4.43238, 3.64413], [-0.10302, -3.70483, 3.53838]], "forces_ev_per_a": [[-0.382, -0.168, 0.096], [-0.127, 1.231, 0.709], [1.152, -0.442, -0.316], [-0.030, -0.082, -0.703], [0.906, -0.169, -0.630], [-0.072, -0.060, 0.190], [0.187, 0.030, 0.284], [-0.136, -0.333, 0.174], [-0.549, -0.003, 0.246], [-0.097, -0.788, -0.379], [0.151, 0.383, 0.332], [-0.026, 0.091, 1.097], [-0.239, 0.022, -0.049], [0.126, -0.049, -0.550], [0.301, 0.238, -0.152], [0.004, -0.008, -0.027], [0.107, 0.007, 0.108], [0.672, 0.592, -0.712], [-0.381, -0.544, -1.078], [-0.130, -0.715, -0.086], [-0.181, -0.872, 0.192], [-0.004, 0.466, -0.091], [-0.278, -0.112, 0.264], [-0.209, 0.379, 0.329], [0.033, 0.393, -0.156], [0.392, 0.897, -0.577], [0.581, 0.033, 0.423], [0.003, -0.200, 0.346], [0.297, -0.901, 0.666], [-0.042, -0.044, -0.003], [-0.064, 0.244, 0.167], [-0.293, 0.362, -0.345], [-0.066, 0.066, -0.179], [-0.708, -0.664, 0.349], [0.271, 0.235, 0.125], [0.395, 0.242, -0.560], [0.212, -0.317, 0.244], [-0.141, 0.042, 0.038], [-0.099, 0.021, 0.405], [0.095, 0.032, -0.120], [-0.201, 0.185, -0.309], [0.231, -0.465, 0.032], [-0.329, -0.091, 0.175], [0.331, 0.332, 0.222], [-0.227, -0.147, -0.007], [-0.220, -0.178, -0.142], [-0.028, 0.024, -0.030], [0.049, -0.018, 0.016], [-0.026, 0.143, 0.032], [0.431, 1.004, 0.497], [-0.666, -0.090, -0.019], [-0.106, -0.214, -0.139], [-0.460, -0.314, -0.125], [0.079, 0.062, 0.181], [-0.116, -0.127, -0.032], [0.021, 0.036, -0.075], [0.051, -0.107, -0.022], [-2.060, -0.151, -0.146], [0.252, 0.563, -0.385], [0.422, 0.240, 0.169], [1.627, -0.163, 0.009], [0.022, -0.126, -0.119], [-0.125, 0.020, -0.040], [-0.516, -0.266, 0.366], [-0.066, 0.312, -0.181]]}

Ordered maximum force results: 5.03; 5.78; 2.07; unit eV Å⁻¹.